Computed, not measured: an isolated ion of composition C16H12N3O4 and charge -1, with the ωB97M-V functional and the def2-TZVPD basis.

The geometry in XYZ format:
```
35
Properties=species:S:1:pos:R:3:lowdin_charge:R:1
N -5.4444 0.1004 1.6304 0.13
C -4.2809 0.0116 1.7262 -0.19
C -2.8658 -0.1010 1.9462 -0.25
C -2.2686 -1.3554 2.1246 -0.03
C -0.8976 -1.4658 2.3787 -0.01
C -0.1183 -0.3055 2.5364 -0.15
C 1.3643 -0.4115 2.9982 -0.25
C 2.2982 0.4738 2.2766 -0.10
N 3.6453 0.1572 2.2773 -0.46
O 4.5351 1.0422 2.1134 -0.09
O 3.9681 -1.0586 2.4402 -0.08
C 1.5070 -0.0809 4.4582 -0.12
C 2.8877 -0.1449 5.0987 -0.17
C 3.4240 -1.3181 5.6334 -0.03
C 4.7468 -1.3508 6.1059 -0.08
C 5.5208 -0.1876 6.0857 -0.10
C 4.9507 1.0236 5.6775 -0.08
C 3.6289 1.0493 5.2222 -0.04
N 0.4647 -0.9360 5.2755 -0.30
O -0.6462 -0.4070 5.4872 0.05
O 0.8115 -2.0650 5.6351 0.04
C -0.6687 0.9245 2.1815 -0.01
C -2.0486 1.0314 1.9411 -0.02
H -2.8847 -2.2544 2.0790 0.12
H -0.4205 -2.4459 2.4736 0.12
H 1.6877 -1.4402 2.7914 0.14
H 1.9794 1.3168 1.6703 0.09
H 1.1623 0.9546 4.5896 0.15
H 2.8027 -2.2170 5.6952 0.10
H 5.1339 -2.3153 6.4440 0.10
H 6.5707 -0.2452 6.3534 0.09
H 5.5384 1.9388 5.6417 0.10
H 3.1574 1.9893 4.9260 0.12
H -0.0275 1.8096 2.1175 0.11
H -2.5019 2.0063 1.7567 0.11
```

E_tot, Eh: -1081.98029
Net charge: -1
Lowest unoccupied orbital energy, eV: 2.7
Gap between HOMO and LUMO, eV: 6.514
Highest occupied orbital energy, eV: -3.77
SMILES: N#Cc1ccc([C@@H](C=[N+]([O-])[O-])[C@H](c2ccccc2)[N+](=O)[O-])cc1